(1)
Density functional theory data (ωB97M-V/def2-TZVPD) for a cluster of 2 separate species, C29H32O5 in total at a distorted geometry.

Calculated values
- LUMO (eV) = -3.0678
- orbital gap (eV) = 2.894

CARTESIAN COORDINATES (ANGSTROEM)
C -2.200521 6.336099 1.577334
C -0.791684 5.881438 1.315433
O -0.821651 4.447378 1.185643
C 0.406173 3.986752 0.868352
C 0.581480 2.539586 0.878078
C 1.984227 1.990828 0.854535
C 2.582353 2.331386 2.219207
C 2.822284 2.569479 -0.279114
C -0.483224 1.743464 1.468446
O -1.689757 1.939205 1.367147
O 0.034421 0.689357 2.166858
C -0.963602 -0.099192 2.838243
C -1.363953 0.493043 4.157822
O 1.329797 4.783150 0.663198
H -2.239573 7.421922 1.701247
H -2.866028 6.068272 0.752580
H -2.608149 5.895327 2.491165
H -0.403436 6.346474 0.397725
H -0.137272 6.142225 2.157869
H 1.908780 0.904341 0.722043
H 1.942564 1.914781 3.006353
H 3.602491 1.943715 2.316413
H 2.585072 3.423190 2.309964
H 2.433475 2.250885 -1.255306
H 2.783871 3.661449 -0.206044
H 3.859873 2.223877 -0.184270
H -1.835348 -0.135459 2.186294
H -0.523835 -1.099275 2.925134
H -2.050152 -0.187312 4.656765
H -0.516051 0.683946 4.818346
H -1.891524 1.437556 3.978871
C 0.973332 -7.350132 1.005068
C 0.205364 -7.177709 -0.144850
C 0.657658 -6.349078 -1.177568
C 1.890068 -5.714595 -1.027254
O 2.309066 -4.784000 -1.988125
C 1.666071 -3.541794 -1.993782
C 2.235766 -2.498573 -1.250841
C 1.553519 -1.304783 -1.133016
C 0.318074 -1.069901 -1.794008
C -0.389412 0.131357 -1.517353
C -1.630225 0.528894 -2.102622
C -1.952860 1.919747 -2.190452
C -3.084572 2.358000 -2.858348
C -3.954761 1.437226 -3.457786
C -3.697391 0.067691 -3.340457
C -2.593629 -0.386555 -2.622920
C -0.081129 -2.068054 -2.736004
C 0.506058 -3.327481 -2.746723
C 2.705067 -5.928771 0.090137
C 2.207753 -6.715959 1.132515
H 0.603318 -7.982447 1.811884
H -0.754560 -7.686007 -0.264005
H 0.082161 -6.188023 -2.084125
H 3.192025 -2.664731 -0.776631
H 1.974958 -0.512350 -0.519729
H 0.096797 0.859594 -0.846662
H -1.279963 2.618620 -1.697382
H -3.291872 3.424348 -2.926762
H -4.814275 1.793945 -4.027841
H -4.362093 -0.657882 -3.809941
H -2.475553 -1.447234 -2.429472
H -0.869130 -1.864265 -3.453463
H 0.092117 -4.141050 -3.345230
H 3.681468 -5.464323 0.133566
H 2.809684 -6.841615 2.033850

Force components x, y, z for each atom (eV/Å):
C -0.5 0.1 0.2
C -0.3 0.0 0.1
O 0.0 1.0 -0.2
C 1.2 -1.5 -0.3
C -1.7 0.3 -0.2
C -0.3 0.5 0.4
C 0.3 -0.3 0.1
C 0.2 -0.1 0.0
C 0.9 1.6 -1.1
O 0.0 -0.5 0.3
O -0.6 -0.9 0.5
C 0.4 -0.2 -0.6
C -0.2 0.4 0.2
O -0.4 0.0 0.1
H 0.1 0.0 -0.1
H 0.1 0.0 0.0
H 0.1 -0.1 -0.1
H 0.0 -0.2 0.3
H 0.0 0.0 -0.3
H 0.2 0.1 0.3
H 0.3 0.1 -0.1
H 0.0 0.1 0.2
H 0.2 -0.2 0.0
H 0.0 0.1 0.0
H 0.2 -0.4 -0.2
H -0.1 0.0 -0.1
H -0.1 -0.2 0.0
H -0.1 0.2 0.1
H -0.1 -0.1 0.1
H 0.0 -0.1 -0.1
H 0.1 -0.2 0.1
C -0.1 0.0 0.1
C 0.1 0.1 -0.4
C 0.4 0.0 0.5
C -0.3 0.2 0.5
O -0.3 0.8 -0.5
C 0.3 -0.7 0.7
C -0.3 -0.2 -0.3
C 0.1 0.2 0.3
C 0.3 -0.4 -0.3
C 0.1 0.1 -0.7
C -1.0 0.1 0.0
C 0.4 -0.4 0.5
C -0.1 -0.1 -0.2
C 0.6 0.1 0.0
C 0.2 -0.2 0.2
C 0.1 0.4 -0.2
C -0.2 -0.4 0.3
C 0.0 0.3 -0.1
C -0.8 0.0 -0.2
C 0.3 -0.1 -0.4
H 0.1 0.2 -0.2
H 0.3 0.1 0.1
H 0.0 -0.1 0.2
H 0.0 0.0 0.1
H -0.2 -0.1 0.0
H -0.1 0.0 -0.2
H -0.1 0.0 -0.1
H 0.1 -0.3 0.1
H 0.2 -0.2 0.2
H 0.1 0.2 0.3
H -0.1 0.2 -0.1
H 0.1 -0.1 0.2
H 0.3 0.4 0.0
H -0.1 0.1 0.1
H -0.2 0.0 -0.3

***

(2)
Density functional theory data (ωB97M-V/def2-TZVPD) for a structure of composition C29H33Br60F3O3SSi2 at a distorted geometry.

Calculated values
- LUMO (eV) = -0.3466
- orbital gap (eV) = 8.302

CARTESIAN COORDINATES (ANGSTROEM)
C 0.252982 0.695503 -1.555506
C 1.257615 -0.419812 -1.608641
C 0.904142 -1.733455 -1.358541
C 1.839769 -2.782528 -1.335191
C 3.160492 -2.444121 -1.585671
C 4.266458 -3.471817 -1.531739
Si 5.131536 -3.274256 0.119405
O 5.609954 -1.712966 0.212216
Si 6.800946 -1.265906 1.315120
S 3.558951 -3.620510 1.644737
O 2.777375 -2.425734 1.787974
O 2.837420 -4.802936 1.255420
C 4.288882 -3.965235 3.345791
F 5.612512 -3.946289 3.345198
F 3.857748 -3.031498 4.181341
F 3.820765 -5.111118 3.791763
C 3.485791 -1.129263 -1.905437
C 2.573788 -0.098425 -1.927970
H -0.023107 0.887121 -0.516044
H -0.673385 0.448539 -2.067990
H 0.652763 1.631006 -1.936078
H -0.144652 -1.938542 -1.154036
H 1.578443 -3.803835 -1.129034
H 3.859555 -4.471074 -1.661781
H 5.005128 -3.214345 -2.293355
H 6.220126 -4.262550 0.196973
H 7.754652 -2.347758 1.627377
H 6.123619 -0.724702 2.497208
H 7.556570 -0.169194 0.686669
H 4.517866 -0.888816 -2.115798
H 2.838380 0.925245 -2.134370
C 2.906575 -1.212964 -6.131746
Br 3.389825 -2.931674 -6.869374
Br 1.103475 -0.714254 -6.592308
Br 3.195071 -1.146216 -4.151828
H 3.565191 -0.484034 -6.587477
C 5.365191 2.511838 3.538255
Br 4.076072 1.083403 3.613052
Br 7.172246 1.865371 3.352284
Br 4.985181 3.750352 2.120731
H 5.306031 3.042832 4.476983
C -2.354807 -4.891884 -2.335947
Br -2.993415 -5.940623 -0.854012
Br -3.678594 -3.668924 -2.999988
Br -0.711464 -3.972437 -1.935616
H -2.142564 -5.578474 -3.140446
C 0.421593 -2.240803 7.975222
Br -0.343053 -3.736389 8.905719
Br -0.922272 -1.322307 6.950819
Br 1.350394 -1.046167 9.167302
H 1.151940 -2.625935 7.279268
C -3.356287 1.596190 -3.221882
Br -3.319502 -0.328458 -3.257816
Br -4.923846 2.297885 -4.100165
Br -3.181772 2.307469 -1.442601
H -2.498270 1.931707 -3.787537
C -2.959287 -5.363495 5.783505
Br -3.756138 -7.038063 5.267442
Br -3.651578 -4.704625 7.451759
Br -1.037048 -5.449943 5.807954
H -3.227272 -4.638419 5.028821
C -2.586636 -4.710748 -7.017823
Br -2.799951 -6.022280 -5.620037
Br -4.082896 -3.508931 -7.118561
Br -0.934908 -3.743097 -6.843146
H -2.548559 -5.251633 -7.952485
C 9.315661 2.454350 -1.431960
Br 8.665884 0.883085 -2.337740
Br 9.394827 3.974607 -2.612744
Br 8.288021 2.835288 0.149143
H 10.326667 2.244483 -1.115217
C -3.618562 4.944722 1.935513
Br -3.054834 5.991571 3.448121
Br -3.209809 5.818826 0.274394
Br -2.902617 3.160865 2.003684
H -4.694890 4.857364 1.992212
C -5.214672 -1.292785 9.686977
Br -4.608147 -0.151094 11.110755
Br -4.441785 -0.810489 7.992727
Br -4.894769 -3.151078 10.077246
H -6.283306 -1.158151 9.604253
C 0.189908 1.986462 5.041924
Br -0.677592 0.572245 4.068820
Br 0.906480 3.325590 3.859633
Br -0.981625 2.751655 6.363959
H 1.023974 1.545094 5.569347
C -5.174941 3.648619 8.372041
Br -3.424251 2.914935 8.690906
Br -5.098442 5.179374 7.211679
Br -6.403408 2.320460 7.710215
H -5.555668 3.988916 9.324120
C -3.920224 0.617448 -9.083920
Br -4.470267 -1.072528 -9.820240
Br -4.482343 0.814349 -7.254234
Br -2.023130 0.884419 -9.272463
H -4.410764 1.391377 -9.655460
C -6.401446 7.117205 -1.708186
Br -6.113266 5.294788 -2.247619
Br -8.030836 7.835624 -2.435076
Br -6.342021 7.314348 0.207803
H -5.586930 7.701973 -2.110708
C -5.676435 -8.458503 -7.122354
Br -6.375141 -7.702430 -5.500018
Br -6.563729 -10.101189 -7.587663
Br -5.716513 -7.187798 -8.568331
H -4.638110 -8.696553 -6.939962
C 6.186873 5.806892 -1.803475
Br 5.509992 4.194145 -2.605142
Br 6.464959 7.192242 -3.107264
Br 5.061242 6.402839 -0.357393
H 7.152587 5.568663 -1.378631
C -4.170839 8.982704 9.578919
Br -5.969284 8.323685 9.404295
Br -2.939969 7.567220 10.011170
Br -3.617294 9.954861 8.013800
H -4.163234 9.677134 10.405868
C -8.202097 10.529449 1.405045
Br -7.569568 12.015110 0.358736
Br -7.899168 10.802736 3.285846
Br -10.046069 10.130591 1.031542
H -7.624921 9.666036 1.111329
C 7.510522 -1.316984 -7.948400
Br 7.813842 -3.211220 -8.092437
Br 5.785917 -0.820924 -8.635444
Br 7.756846 -0.688432 -6.143493
H 8.253084 -0.826444 -8.560053
C 0.963165 -8.086283 -5.315303
Br 0.121119 -9.435479 -6.401155
Br 1.550945 -6.587883 -6.361595
Br -0.174185 -7.540361 -3.860634
H 1.842838 -8.532736 -4.876040

Force components x, y, z for each atom (eV/Å):
C -0.3 -0.2 0.5
C 0.1 0.8 -0.3
C 0.0 -0.2 0.4
C 0.4 1.5 -0.2
C -0.1 -0.4 0.2
C -0.6 0.6 0.7
Si 0.1 0.0 -1.7
O 0.7 -0.8 0.8
Si 0.0 1.1 -0.4
S -1.0 0.1 -0.3
O 0.3 0.6 0.3
O 0.4 -0.7 0.0
C -1.0 0.4 0.4
F 0.5 -0.2 -0.3
F 0.1 0.5 0.1
F 0.3 -0.7 -0.1
C 1.3 0.3 2.0
C -1.0 -0.5 1.7
H -0.1 0.0 0.1
H 0.0 0.0 -0.2
H 0.1 0.0 -0.2
H 0.5 0.5 0.2
H 0.0 -0.1 0.2
H 0.2 -0.2 -0.1
H 0.2 -0.3 -0.1
H 0.1 0.0 0.5
H -0.2 -0.2 0.0
H 0.0 -0.4 0.1
H 0.0 -0.1 0.0
H 0.2 -0.1 0.3
H 0.2 0.0 -0.2
C 0.4 -0.1 0.3
Br -0.2 0.0 0.1
Br 0.1 0.0 0.1
Br -0.7 -0.3 -4.6
H 0.0 0.0 0.0
C -0.1 -0.1 0.0
Br 0.1 0.0 0.0
Br 0.0 0.1 0.3
Br -0.1 0.0 0.0
H 0.0 0.0 0.0
C 0.2 0.0 0.0
Br 0.0 0.1 0.0
Br -0.1 -0.1 0.1
Br -1.3 -1.2 -0.6
H 0.0 0.0 0.0
C -0.1 -0.1 0.0
Br 0.2 0.1 0.3
Br 0.2 0.0 0.1
Br 0.0 0.0 0.0
H 0.0 0.0 0.0
C 0.1 0.0 0.0
Br 0.0 0.1 0.1
Br 0.0 0.0 0.1
Br -0.1 -0.1 -0.1
H 0.0 0.0 0.0
C 0.0 0.1 0.0
Br 0.1 0.0 0.0
Br 0.0 -0.1 -0.2
Br 0.0 -0.2 -0.2
H 0.0 0.0 0.0
C 0.0 0.1 0.0
Br -0.1 -0.1 -0.5
Br 0.0 -0.1 0.1
Br -0.1 0.1 0.1
H 0.0 0.0 0.0
C 0.0 0.1 0.0
Br 0.0 0.0 0.0
Br 0.0 0.0 0.0
Br 0.0 0.0 -0.1
H 0.0 0.0 0.0
C -0.1 0.0 0.0
Br 0.0 0.0 0.0
Br 0.4 -0.2 0.0
Br 0.1 0.0 0.1
H 0.0 0.0 0.0
C 0.0 0.0 -0.1
Br 0.0 0.0 0.0
Br 0.0 -0.1 0.1
Br -0.1 0.1 0.3
H 0.0 0.0 0.0
C 0.0 0.1 0.1
Br 0.0 0.1 -0.3
Br -0.1 0.0 0.0
Br 0.0 0.0 -0.2
H 0.0 0.0 0.0
C 0.0 0.1 0.0
Br -0.1 0.0 0.1
Br 0.0 -0.1 -0.1
Br 0.0 0.1 0.0
H 0.0 0.0 0.0
C 0.0 0.0 0.0
Br 0.0 0.1 -0.1
Br 0.1 0.0 -0.1
Br 0.0 0.0 0.0
H 0.0 0.0 0.0
C 0.0 0.0 -0.1
Br 0.0 0.0 0.0
Br 0.0 0.0 0.0
Br -0.3 0.1 0.1
H 0.0 0.0 0.0
C 0.1 0.0 0.0
Br 0.0 0.0 0.0
Br 0.0 0.1 0.0
Br 0.0 0.0 0.0
H 0.0 0.0 0.0
C 0.0 -0.1 0.0
Br 0.0 0.0 0.0
Br 0.0 0.0 0.0
Br 0.0 0.0 -0.1
H 0.0 0.0 0.0
C 0.0 0.0 0.0
Br 0.0 0.0 0.0
Br 0.0 0.0 0.0
Br 0.0 0.0 0.0
H 0.0 0.0 0.0
C 0.0 0.0 0.0
Br 0.0 0.0 0.0
Br 0.0 0.0 0.0
Br 0.0 0.0 0.0
H 0.0 0.0 0.0
C 0.0 0.0 0.1
Br 0.0 0.0 0.0
Br 0.1 0.1 -0.1
Br 0.0 0.0 0.0
H 0.0 0.0 0.0
C 0.0 0.0 0.0
Br 0.0 0.0 0.0
Br 0.0 0.0 0.0
Br 0.2 -0.2 0.2
H 0.0 0.0 0.0

***

no.,molar mass (g mol⁻¹)
1,460.57
2,5369.05